This record from OMol25 describes C44H51Cl2I2N7O5PSSn as an isolated structure. The level of theory is ωB97M-V/def2-TZVPD.

```
114
C44H51Cl2I2N7O5PSSn | OMol25 | ωB97M-V/def2-TZVPD
Sn 0.413 -0.450 0.296
Cl 1.113 -3.946 -0.917
C 1.713 -4.425 0.657
Cl 2.089 -3.004 1.642
H 2.621 -5.003 0.494
H 0.932 -4.997 1.155
N -7.004 -0.595 4.455
C -6.253 -0.527 3.297
C -6.098 0.687 2.622
C -5.410 0.740 1.426
C -4.846 -0.406 0.896
C -4.998 -1.614 1.549
C -5.702 -1.681 2.735
S -3.882 -0.295 -0.613
O -4.516 0.650 -1.486
O -3.836 -1.655 -1.165
N -2.365 0.047 -0.162
C -2.148 1.274 0.258
N -0.880 1.547 0.638
C -0.592 2.764 1.037
C -1.538 3.773 1.062
C -2.823 3.394 0.699
N -3.138 2.176 0.338
H -7.126 0.267 4.960
H -6.873 -1.410 5.034
H -6.524 1.588 3.039
H -5.302 1.662 0.882
H -4.581 -2.506 1.112
H -5.824 -2.629 3.240
H 0.431 2.930 1.352
H -1.291 4.778 1.361
H -3.651 4.097 0.713
C 5.893 -2.263 -1.212
C 4.369 -2.246 -1.112
C 3.779 -2.656 -2.462
P 3.363 -0.719 -0.573
C 4.314 0.342 0.665
C 5.807 0.167 0.906
C 3.984 1.792 0.325
C 3.389 0.291 -2.074
C 4.559 0.605 -2.751
C 4.561 1.313 -3.938
C 5.839 1.663 -4.649
C 3.324 1.682 -4.465
C 2.155 1.414 -3.800
C 2.136 0.756 -2.546
N 0.990 0.561 -1.860
C -0.142 1.239 -2.349
C -0.262 2.626 -2.209
C 0.876 3.434 -1.664
C -1.442 3.249 -2.582
C -2.494 2.541 -3.139
C -3.792 3.205 -3.486
C -2.330 1.179 -3.347
C -1.180 0.522 -2.955
C -1.029 -0.957 -3.140
H 6.201 -3.230 -1.616
H 6.374 -2.142 -0.248
H 6.267 -1.498 -1.885
H 4.096 -2.996 -0.358
H 4.237 -2.077 -3.261
H 2.708 -2.466 -2.491
H 3.947 -3.715 -2.656
H 3.807 0.098 1.603
H 6.388 0.323 0.001
H 6.029 -0.815 1.316
H 6.121 0.907 1.644
H 4.444 2.092 -0.614
H 4.329 2.460 1.113
H 2.904 1.892 0.234
H 5.506 0.302 -2.326
H 6.703 1.322 -4.080
H 5.917 2.744 -4.782
H 5.874 1.201 -5.638
H 3.284 2.197 -5.417
H 1.214 1.707 -4.244
H 1.387 2.878 -0.882
H 0.527 4.384 -1.266
H 1.607 3.630 -2.450
H -1.538 4.316 -2.421
H -3.765 4.266 -3.241
H -4.587 2.725 -2.917
H -4.015 3.094 -4.548
H -3.135 0.616 -3.795
H -1.731 -1.334 -3.880
H -1.231 -1.442 -2.186
H -0.010 -1.199 -3.437
I 3.696 1.956 4.069
C 1.769 1.183 4.443
C 1.236 1.346 5.710
C -0.012 0.856 5.993
I -0.755 1.145 7.964
C -0.765 0.184 5.021
C -2.053 -0.350 5.214
C -2.683 -0.988 4.185
C -2.033 -1.094 2.949
N -0.845 -0.602 2.737
C -0.201 0.027 3.724
C 1.104 0.547 3.391
O 1.607 0.431 2.230
H 1.805 1.861 6.470
H -2.532 -0.242 6.178
H -3.669 -1.409 4.302
H -2.501 -1.590 2.115
N -2.115 -3.605 -1.040
C -2.648 -4.551 -0.065
C -1.873 -4.190 1.290
O -2.160 -4.797 2.302
O -1.007 -3.303 1.088
H -1.713 -4.017 -1.875
H -1.342 -3.167 -0.378
H -2.796 -2.817 -1.235
H -2.427 -5.587 -0.319
H -3.720 -4.437 0.070
```

Calculated values
2S+1: 1
Lowest unoccupied orbital energy (eV): 2.0
Total charge: -1
F_max (eV/Å): 1.868
Frontier orbital gap (eV): 6.330

Results of the Löwdin charge analysis, in e, for atoms 1 through 5: 1.2860, 0.6137, -0.9465, 0.5511, 0.0298